{
  "formula": "C24H40BNO9S2",
  "method": "the ωB97M-V functional and the def2-TZVPD basis",
  "symbols": ["C", "C", "N", "C", "C", "C", "S", "S", "C", "C", "C", "B", "C", "O", "C", "C", "O", "C", "O", "C", "C", "C", "C", "C", "C", "H", "H", "H", "H", "H", "H", "H", "H", "H", "H", "H", "H", "H", "H", "H", "H", "H", "H", "H", "H", "H", "H", "H", "H", "H", "H", "H", "H", "C", "O", "C", "O", "O", "C", "H", "H", "H", "H", "H", "H", "C", "O", "C", "O", "O", "C", "H", "H", "H", "H", "H", "H"],
  "coordinates": [[-0.3207, 2.3811, 6.6580], [-1.0249, 1.9632, 5.3290], [-0.7002, 0.5385, 5.0622], [-1.8804, -0.3501, 5.0775], [-1.4558, -1.7263, 5.6034], [0.1100, 0.3678, 3.9318], [1.7043, 0.7157, 4.0461], [-0.5095, -0.1818, 2.3221], [-0.5823, 1.3172, 1.2672], [0.7115, 1.4932, 0.4170], [0.3500, 1.5878, -1.1197], [0.6804, 0.1666, -1.7261], [0.0268, -1.1540, -1.1425], [-1.3681, -0.9740, -0.7481], [-2.0278, -2.1704, -1.0093], [-2.5768, -2.3235, -2.4325], [-2.1402, -3.0407, -0.1794], [1.7269, 0.0606, -2.9241], [1.7811, -1.2352, -3.5450], [2.7778, -2.0395, -3.0790], [3.2831, -2.9912, -3.9584], [4.2591, -3.8689, -3.5718], [4.7756, -3.8643, -2.2788], [4.2850, -2.9087, -1.4204], [3.3006, -2.0179, -1.8000], [0.5761, 1.7584, 6.7368], [-0.9698, 2.0472, 7.4806], [-0.0968, 3.4496, 6.7014], [-0.6454, 2.6128, 4.5299], [-2.1064, 2.1259, 5.3984], [-2.5694, 0.0691, 5.8259], [-2.4374, -0.3843, 4.1319], [-0.8021, -2.2679, 4.9074], [-2.3422, -2.3559, 5.7703], [-0.9709, -1.6269, 6.5818], [-1.4347, 1.1652, 0.6006], [-0.7195, 2.1972, 1.9029], [1.1906, 2.4492, 0.6685], [1.4561, 0.7137, 0.6179], [1.0599, 2.3115, -1.5497], [-0.6884, 1.8956, -1.2823], [0.5945, -1.4210, -0.2271], [0.1093, -2.0266, -1.8068], [-3.6670, -2.2556, -2.3629], [-2.2926, -3.2885, -2.8600], [-2.1424, -1.5273, -3.0468], [2.7244, 0.4367, -2.6415], [1.3528, 0.7543, -3.6992], [2.9013, -3.0667, -4.9744], [4.6531, -4.5947, -4.2810], [5.5282, -4.5865, -1.9784], [4.6925, -2.8672, -0.4111], [2.9445, -1.3119, -1.0524], [-7.2331, -2.0004, -3.0170], [-6.2946, -1.9527, -4.0930], [-6.8483, -2.0135, -5.3055], [-8.0237, -2.1011, -5.5408], [-5.8696, -1.9600, -6.2098], [-6.3202, -2.0161, -7.5639], [-6.6639, -1.9437, -2.0924], [-7.9144, -1.1522, -3.0629], [-7.7878, -2.9373, -3.0314], [-6.9660, -1.1689, -7.7897], [-6.8392, -2.9535, -7.7580], [-5.4384, -1.9648, -8.1972], [3.7655, 2.7233, 2.7845], [4.9104, 3.1810, 2.0567], [5.0951, 4.4993, 2.0985], [4.4003, 5.2934, 2.6763], [6.1867, 4.7882, 1.3861], [6.5067, 6.1786, 1.3442], [3.7221, 1.6464, 2.6747], [3.8606, 2.9656, 3.8422], [2.8524, 3.1535, 2.3745], [6.7089, 6.5574, 2.3450], [5.7018, 6.7450, 0.8779], [7.4049, 6.2826, 0.7409]],
  "forces_ev_per_angstrom": [[-0.7, -0.9, -0.4], [1.2, 0.8, 0.9], [-1.6, -0.3, -1.8], [-0.1, -0.1, 1.2], [-0.5, -0.3, -0.2], [1.2, 0.8, 0.3], [-0.4, 0.0, 0.0], [-0.9, -0.7, 0.2], [1.3, 0.0, 0.3], [-0.8, 0.9, -0.5], [1.2, -0.7, 0.3], [-0.2, 0.1, -0.3], [0.2, 0.1, 0.2], [-0.1, -0.6, -0.3], [-0.2, -1.2, 0.4], [0.6, 0.6, 0.5], [0.1, 1.2, -0.6], [-0.8, 0.1, 0.4], [0.6, 0.5, 0.2], [0.1, -0.6, -0.3], [-0.4, 0.0, -0.8], [0.7, -0.8, 0.1], [-0.1, 0.0, -0.5], [0.6, -0.3, 0.8], [-0.4, 0.8, 0.6], [0.1, 0.5, -0.1], [0.2, 0.5, 0.0], [-0.1, -0.2, 0.1], [-0.1, -0.3, 0.0], [0.2, -0.3, -0.1], [0.2, 0.0, -0.2], [0.4, -0.1, 0.0], [0.0, 0.2, 0.2], [0.2, 0.1, -0.2], [0.1, 0.1, -0.3], [0.0, 0.0, 0.4], [-0.2, -0.2, -0.2], [-0.1, -0.3, 0.2], [-0.3, 0.1, 0.1], [-0.6, 0.1, -0.2], [0.2, 0.1, 0.1], [-0.1, 0.0, -0.3], [0.1, 0.3, 0.0], [0.2, 0.1, -0.3], [-0.1, 0.1, 0.3], [-0.5, -0.1, 0.0], [-0.1, -0.2, -0.1], [0.1, -0.2, 0.1], [-0.1, 0.3, 0.2], [-0.2, 0.1, 0.0], [-0.1, 0.2, 0.0], [-0.2, 0.1, -0.1], [0.1, 0.0, -0.2], [-0.1, 0.0, 0.3], [0.1, 0.0, 0.0], [0.1, 0.0, 0.0], [0.0, 0.0, 0.0], [0.0, 0.0, 0.0], [0.0, 0.0, -0.3], [0.2, 0.0, -0.1], [-0.1, -0.1, -0.1], [-0.1, 0.1, -0.1], [-0.1, -0.1, 0.1], [-0.1, 0.1, 0.1], [0.1, 0.0, 0.2], [0.0, -0.1, 0.0], [0.0, 0.1, 0.0], [0.1, -0.1, 0.0], [0.0, 0.0, 0.0], [0.0, 0.0, 0.0], [0.1, 0.2, -0.1], [0.2, 0.0, -0.2], [-0.1, 0.1, 0.0], [0.0, 0.1, 0.1], [-0.1, 0.0, 0.0], [0.0, 0.0, 0.1], [0.0, -0.2, 0.0]],
  "lowdin_charge": [-0.08, -0.23, -0.23, -0.27, -0.08, -1.03, 0.76, 0.87, -0.42, -0.24, -0.10, -0.22, -0.08, -0.09, -0.50, 0.03, 0.13, -0.10, -0.06, -0.29, -0.02, -0.09, -0.10, -0.09, -0.03, 0.05, 0.07, 0.07, 0.10, 0.11, 0.11, 0.09, 0.07, 0.07, 0.08, 0.06, 0.08, 0.10, 0.09, 0.10, 0.11, 0.12, 0.12, 0.08, 0.09, 0.09, 0.13, 0.13, 0.12, 0.11, 0.10, 0.11, 0.11, -0.04, -0.01, -0.62, 0.13, 0.00, -0.04, 0.09, 0.10, 0.10, 0.10, 0.10, 0.09, -0.11, 0.01, -0.62, 0.12, 0.00, -0.04, 0.03, 0.09, 0.08, 0.10, 0.10, 0.09],
  "e_tot_ha": -2491.57081,
  "e_homo_ha": -0.301,
  "largest_force_ev_per_a": 2.4,
  "charge": 0,
  "homo_lumo_gap_ev": 7.7843,
  "smiles": "CCN(CC)C(=S)SCCCB(COC(C)=O)COc1ccccc1.COC(=O)OC.COC(=O)OC"
}